Record 1
{"formula": "C43H38ClN2O6P2SY", "method": "wB97M-V/def2-TZVPD", "elements": ["Y", "C", "C", "C", "C", "C", "H", "H", "H", "H", "H", "O", "P", "C", "P", "O", "C", "C", "C", "C", "C", "C", "C", "C", "C", "C", "C", "C", "C", "C", "C", "C", "C", "C", "C", "C", "C", "C", "C", "C", "H", "H", "H", "H", "H", "H", "H", "H", "H", "H", "H", "H", "H", "H", "H", "H", "H", "H", "H", "H", "H", "H", "C", "C", "C", "C", "C", "C", "C", "C", "N", "H", "H", "H", "H", "H", "H", "S", "C", "N", "C", "C", "C", "C", "H", "H", "H", "H", "H", "O", "Cl", "O", "O", "O"], "coordinates": [[0.03015, -1.45834, 1.36250], [-0.82794, -5.26441, -2.60975], [-0.70150, -6.07989, -1.49817], [0.30178, -7.01979, -1.69478], [0.64520, -6.88323, -3.09816], [0.01164, -5.75647, -3.62681], [-1.44256, -4.37794, -2.76257], [-1.22433, -5.85453, -0.57814], [0.68103, -7.78113, -1.02931], [1.23550, -7.58370, -3.68514], [0.03186, -5.33994, -4.62322], [-0.48903, 0.43226, 2.42274], [-1.60183, 1.46984, 2.38205], [-2.89679, 0.83901, 1.22088], [-2.50879, 0.11951, -0.46599], [-1.29960, -0.73428, -0.35340], [-2.21849, 1.36363, -1.73132], [-3.24314, 1.99591, -2.52115], [-2.88410, 2.77245, -3.58193], [-1.53885, 3.01319, -3.87601], [-0.54654, 2.41418, -3.09961], [-0.87176, 1.59491, -2.04212], [-4.02241, -0.80068, -0.88259], [-4.98581, -1.22473, 0.04903], [-6.05575, -2.03988, -0.29602], [-6.24582, -2.45658, -1.62569], [-5.32440, -1.99768, -2.55677], [-4.22815, -1.23693, -2.20294], [-0.95931, 3.09970, 2.01619], [0.35061, 3.22554, 1.53104], [0.75225, 4.46619, 1.07000], [-0.02278, 5.60323, 1.21732], [-1.28527, 5.47634, 1.84033], [-1.74337, 4.24079, 2.22405], [-2.37081, 1.65381, 4.03159], [-3.71766, 1.84315, 4.15511], [-4.22149, 2.42202, 5.33909], [-3.37489, 2.69255, 6.42968], [-2.03656, 2.34451, 6.32386], [-1.52664, 1.79030, 5.17115], [-3.66854, 1.59489, 1.06282], [-3.31969, -0.00762, 1.75775], [-4.30895, 1.93705, -2.25161], [-3.67551, 3.11369, -4.21504], [-1.25617, 3.64466, -4.72554], [0.50639, 2.61975, -3.32116], [-0.13212, 1.04044, -1.47267], [-4.85261, -0.95698, 1.11279], [-6.70600, -2.35475, 0.47357], [-7.10782, -3.01559, -1.99707], [-5.46884, -2.24222, -3.61033], [-3.45922, -0.96314, -2.88968], [0.95324, 2.31860, 1.52176], [1.69836, 4.60466, 0.59324], [0.32763, 6.57575, 0.91087], [-1.89075, 6.36489, 1.89504], [-2.73861, 4.11628, 2.66887], [-4.41726, 1.49647, 3.36251], [-5.29518, 2.62577, 5.49924], [-3.79388, 3.10704, 7.32111], [-1.35078, 2.40560, 7.16513], [-0.49571, 1.60318, 5.04861], [3.62035, -0.09091, -0.98777], [4.75758, 0.77119, -1.53155], [4.99169, 0.85558, -2.90452], [5.91332, 1.80851, -3.40654], [6.65540, 2.56942, -2.45445], [6.50286, 2.40167, -1.07638], [5.51377, 1.56373, -0.63032], [7.52082, 3.49501, -3.09356], [8.19722, 4.23664, -3.71504], [3.00077, 0.40496, -0.26646], [2.96417, -0.26117, -1.84415], [4.43476, 0.30408, -3.67350], [6.04160, 1.97542, -4.49672], [7.08675, 3.05882, -0.46949], [5.28894, 1.41002, 0.42587], [2.03278, -2.31987, 0.08460], [4.03645, -1.40989, -0.36866], [4.71984, -2.33585, -1.20590], [5.38034, -3.35478, -0.65641], [5.89003, -3.27565, 0.61935], [5.62280, -2.11870, 1.35583], [4.63517, -1.28873, 0.92792], [4.38921, -2.44168, -2.15986], [5.75088, -4.13146, -1.33583], [6.45283, -4.13151, 0.93506], [6.03650, -2.02030, 2.34277], [4.14317, -0.55676, 1.60540], [-1.79138, -2.94879, 1.26913], [-1.81507, -3.20182, 2.72524], [-2.68958, -2.19626, 3.38331], [-2.06771, -4.53003, 3.16305], [-0.38791, -2.85220, 3.18432]], "de_lowest_kcal_mol": 35.8, "gap_ev": 2.644}

---

Record 2
{"formula": "C4H14N2O", "method": "wB97M-V/def2-TZVPD", "elements": ["C", "C", "C", "N", "H", "H", "H", "H", "H", "H", "H", "H", "H", "H", "N", "C", "O", "H", "H", "H", "H"], "coordinates": [[-0.53349, -0.01187, -0.89532], [-1.57548, 0.17204, -2.00311], [-1.99329, 1.60046, -2.16395], [0.08130, -1.33404, -0.71333], [0.34161, 0.66481, -1.02379], [-1.00933, 0.24167, 0.05048], [-2.41601, -0.55397, -1.72746], [-1.06928, -0.20245, -2.91620], [-2.46788, 1.97705, -1.25668], [-1.13098, 2.30396, -2.43286], [-2.76762, 1.69519, -2.89577], [-0.63835, -2.06092, -0.74088], [0.70083, -1.47855, -1.51893], [1.20091, -1.52182, 0.84737], [0.51576, 0.67336, 2.31426], [1.76632, 0.13435, 1.72330], [1.69946, -1.28447, 1.70128], [0.22176, -0.05110, 3.03552], [0.69645, 1.55004, 2.88757], [1.89516, 0.49405, 0.65171], [2.68318, 0.47275, 2.25763]], "smiles": "CCCN.NCO", "de_lowest_kcal_mol": 31.7, "gap_ev": 10.202}

---

Record 3
{"formula": "C2H4BrClO", "method": "wB97M-V/def2-TZVPD", "elements": ["C", "C", "O", "Cl", "Br", "H", "H", "H", "H"], "coordinates": [[-0.09207, -0.38913, -0.44213], [1.83724, 0.40936, 0.75599], [1.09158, 0.38036, -0.62811], [3.34302, 1.30745, 0.33005], [2.24052, -1.30940, 1.36470], [-0.02082, -1.35221, -0.01330], [-0.62851, -0.20830, -1.39855], [-0.83901, 0.07820, 0.13398], [1.33072, 0.99165, 1.48541]], "smiles": "CO[C@H](Cl)Br", "de_lowest_kcal_mol": 20.5, "gap_ev": 11.424}

---

Ordered E_LUMO results: -1.1, 1.0, 0.7; unit eV.
Ordered HOMO level results: -3.7, -9.2, -10.7; unit eV.